[1]
Computed, not measured: a cluster of 2 separate species, C6H12O in total in a non-equilibrium geometry, with ωB97M-V/def2-TZVPD.

Calculated values
E_tot   -310.95106 Eh
Maximum force   5.887 eV/Å
Relative energy (zero: lowest compared OMol25 entry of this formula, charge and spin)   284.1 kJ/mol
Gap between HOMO and LUMO   8.46 eV
2S+1   1

Atoms and positions in Å:
C: -1.69 1.04 -0.12
C: -0.94 -0.24 -0.49
C: -1.61 -1.52 -0.51
C: 2.60 -1.07 -2.10
C: 1.14 -1.15 -1.71
C: 0.41 -0.18 -1.10
H: -1.05 1.93 -0.17
H: -2.06 1.06 0.89
H: -2.53 1.17 -0.74
H: -2.73 -1.47 -0.62
H: -1.03 -2.38 -0.62
H: 3.00 -1.98 -2.58
H: 2.49 -0.30 -2.95
H: 3.47 -0.74 -1.51
H: 0.70 -2.21 -1.81
H: 0.85 0.83 -1.17
H: -0.36 2.84 5.08
H: -0.12 2.28 6.55
O: -0.53 2.09 5.67

---

[2]
Computed, not measured: a cluster of 2 separate species, C29H26N3O6 in total in a non-equilibrium geometry, with ωB97M-V/def2-TZVPD.

Calculated values
E_tot   -1736.30964 Eh
Maximum force   3.098 eV/Å
Net charge   -1
Gap between HOMO and LUMO   3.63 eV
2S+1   1

Atoms and positions in Å:
C: -1.80 -4.38 -3.63
C: -1.20 -3.37 -4.40
C: -1.10 -2.07 -3.91
C: -1.58 -1.71 -2.64
C: -1.61 -0.37 -2.02
N: -2.18 -0.35 -0.83
C: -2.83 0.47 -0.06
C: -3.08 0.15 1.29
N: -3.33 -0.02 2.43
C: -1.05 0.87 -2.59
C: -0.47 1.00 -3.87
C: -0.07 2.24 -4.38
C: -0.20 3.39 -3.61
C: -0.70 3.29 -2.31
C: -1.08 2.05 -1.81
C: -2.15 -2.75 -1.86
C: -2.29 -4.05 -2.35
H: -1.89 -5.40 -4.01
H: -0.81 -3.61 -5.39
H: -0.64 -1.34 -4.55
H: -3.29 1.41 -0.41
H: -0.30 0.13 -4.48
H: 0.35 2.29 -5.39
H: 0.11 4.37 -4.00
H: -0.79 4.17 -1.65
H: -1.40 2.00 -0.77
H: -2.51 -2.52 -0.86
H: -2.77 -4.80 -1.73
C: -1.41 -4.76 1.97
C: -0.34 -4.19 1.07
O: -0.29 -2.77 1.43
C: 0.55 -2.02 0.69
C: 0.71 -0.62 1.20
C: 0.03 -0.09 2.24
C: 0.20 1.29 2.71
C: 0.27 2.37 1.80
C: 0.36 3.69 2.22
C: 0.47 3.97 3.60
N: 0.63 5.31 4.05
O: 0.77 5.51 5.28
O: 0.64 6.24 3.21
C: 0.44 2.91 4.54
C: 0.26 1.62 4.09
C: 1.81 0.11 0.47
O: 1.63 0.67 -0.60
O: 3.00 0.10 1.10
C: 4.03 0.88 0.44
C: 5.30 0.64 1.21
O: 1.13 -2.42 -0.30
H: -1.59 -5.83 1.77
H: -1.09 -4.67 3.01
H: -2.35 -4.22 1.83
H: 0.64 -4.64 1.27
H: -0.58 -4.30 0.01
H: -0.61 -0.75 2.83
H: 0.22 2.17 0.73
H: 0.36 4.51 1.52
H: 0.54 3.16 5.59
H: 0.16 0.81 4.81
H: 4.13 0.55 -0.60
H: 3.75 1.94 0.45
H: 6.12 1.22 0.78
H: 5.19 0.95 2.26
H: 5.58 -0.41 1.18

---

[3]
Computed, not measured: an isolated molecule of C3H5N3OS in a non-equilibrium geometry, with ωB97M-V/def2-TZVPD.

Calculated values
E_tot   -754.73528 Eh
Maximum force   4.118 eV/Å
Relative energy (zero: lowest compared OMol25 entry of this formula, charge and spin)   797.6 kJ/mol
Gap between HOMO and LUMO   7.94 eV
2S+1   1

Atoms and positions in Å:
C: -0.20 1.50 0.68
C: 0.30 1.65 -0.57
C: 0.42 -0.92 -1.39
N: -1.15 0.56 0.70
N: 0.26 -1.48 1.07
N: 0.74 -1.48 -0.26
O: -1.71 0.67 -2.14
S: -0.80 0.37 -1.08
H: 0.22 1.86 1.60
H: 0.87 2.40 -1.02
H: -0.40 -0.66 1.24
H: -0.22 -2.36 1.44
H: 1.67 -2.10 -0.28

---

[4]
Computed, not measured: a structure of composition C23H38AsLiN2OPSSe4 in a non-equilibrium geometry, with ωB97M-V/def2-TZVPD.

Calculated values
E_tot   -13672.62152 Eh
Maximum force   3.062 eV/Å
Relative energy (zero: lowest compared OMol25 entry of this formula, charge and spin)   114.0 kJ/mol
Net charge   -1
Gap between HOMO and LUMO   4.33 eV
2S+1   1

Atoms and positions in Å:
Li: 3.35 -0.44 -0.63
Se: 5.98 0.32 -0.35
Se: 6.31 -1.06 1.41
Se: 4.03 -2.25 3.69
Se: 4.66 -0.19 2.93
C: 0.95 3.99 -2.29
As: 2.10 3.07 -1.04
C: 3.95 3.32 -1.73
C: 2.37 4.02 0.70
S: 1.41 1.04 -0.62
H: 1.02 5.05 -2.00
H: -0.08 3.58 -2.23
H: 1.47 3.78 -3.22
H: 4.02 4.42 -1.96
H: 3.95 2.75 -2.64
H: 4.59 2.96 -0.97
H: 1.66 3.56 1.41
H: 2.12 5.00 0.39
H: 3.44 3.86 1.00
C: -2.65 3.45 -0.19
C: -3.28 2.16 -0.66
C: -3.03 2.17 -2.14
C: -4.76 2.12 -0.24
P: -2.20 0.80 0.11
C: -3.12 -0.73 -0.19
C: -2.94 -1.42 -1.45
C: -3.90 -2.42 -1.74
C: -4.92 -2.83 -0.89
C: -5.08 -2.13 0.31
C: -4.17 -1.08 0.64
C: -1.97 0.88 2.03
C: -0.65 1.73 2.20
C: -3.09 1.58 2.75
C: -1.71 -0.58 2.58
H: -2.88 4.27 -0.84
H: -1.54 3.29 -0.11
H: -3.07 3.76 0.82
H: -3.55 3.02 -2.65
H: -3.43 1.25 -2.61
H: -1.93 2.24 -2.36
H: -5.32 2.68 -1.04
H: -4.96 2.64 0.69
H: -5.15 1.11 -0.23
H: -2.16 -1.19 -2.15
H: -3.87 -2.86 -2.75
H: -5.68 -3.59 -1.12
H: -5.84 -2.41 1.05
H: -4.38 -0.53 1.56
H: -0.69 2.73 1.86
H: 0.17 1.27 1.60
H: -0.36 1.71 3.29
H: -3.11 2.63 2.52
H: -2.81 1.45 3.81
H: -4.10 1.23 2.58
H: -0.95 -1.06 1.97
H: -2.66 -1.14 2.59
H: -1.41 -0.52 3.63
N: 4.66 -6.98 0.69
C: 4.68 -6.44 -0.58
O: 5.15 -7.04 -1.53
C: 4.00 -5.13 -0.73
C: 4.12 -4.40 -1.93
C: 3.79 -3.07 -1.89
N: 3.26 -2.48 -0.82
C: 2.99 -3.17 0.29
C: 3.26 -4.54 0.33
H: 5.20 -7.77 0.82
H: 4.57 -6.32 1.43
H: 4.64 -4.82 -2.78
H: 4.02 -2.46 -2.75
H: 2.64 -2.67 1.20
H: 2.84 -5.19 1.12

---

[5]
Computed, not measured: a cluster of 16 separate species, C59H108N3O44P5 in total in a non-equilibrium geometry, with ωB97M-V/def2-TZVPD.

Calculated values
E_tot   -7495.10698 Eh
Maximum force   3.769 eV/Å
Gap between HOMO and LUMO   8.23 eV
2S+1   1

Atoms and positions in Å:
C: 5.15 -3.26 0.14
C: 6.28 -2.44 -0.34
C: 7.21 -3.18 -1.33
O: 7.74 -2.11 -2.18
C: 6.88 -1.04 -2.00
O: 6.86 -0.01 -2.61
O: 5.92 -1.34 -1.11
H: 4.51 -2.75 0.86
H: 5.59 -4.10 0.67
H: 4.50 -3.65 -0.65
H: 6.90 -2.09 0.51
H: 6.61 -3.86 -1.98
H: 8.12 -3.65 -0.97
C: -7.83 -1.03 -0.82
C: -6.49 -1.55 -1.07
C: -5.40 -1.20 -0.07
O: -4.68 -2.45 0.04
C: -5.38 -3.44 -0.51
O: -5.20 -4.60 -0.47
O: -6.59 -2.96 -0.94
H: -8.11 -1.18 0.17
H: -8.51 -1.48 -1.55
H: -7.87 0.03 -0.97
H: -6.15 -1.26 -2.05
H: -5.81 -0.99 0.98
H: -4.62 -0.49 -0.41
C: 3.26 0.41 -6.14
C: 4.13 -0.13 -5.04
C: 3.59 0.09 -3.62
O: 3.30 -1.24 -3.10
C: 3.67 -2.13 -4.03
O: 3.56 -3.30 -3.78
O: 4.16 -1.64 -5.11
H: 2.28 -0.02 -6.12
H: 3.72 0.24 -7.12
H: 3.09 1.49 -5.91
H: 5.15 0.16 -5.06
H: 2.68 0.66 -3.57
H: 4.35 0.48 -2.97
C: -0.54 6.21 -3.74
C: -0.63 5.27 -2.61
C: -0.68 3.77 -3.00
O: 0.17 3.17 -2.02
C: 0.96 4.14 -1.47
O: 1.84 3.95 -0.70
O: 0.60 5.36 -1.89
H: -0.34 7.30 -3.42
H: -1.44 6.14 -4.30
H: 0.26 5.84 -4.39
H: -1.43 5.60 -1.93
H: -0.28 3.55 -4.01
H: -1.67 3.29 -2.88
C: -2.45 2.70 -6.75
C: -3.26 2.81 -5.53
C: -4.75 2.52 -5.86
O: -5.22 1.92 -4.55
C: -4.16 1.40 -3.92
O: -4.23 0.77 -2.90
O: -3.00 1.66 -4.55
H: -1.43 2.78 -6.43
H: -2.74 3.56 -7.38
H: -2.63 1.84 -7.36
H: -3.04 3.74 -4.95
H: -4.80 1.81 -6.70
H: -5.32 3.44 -5.90
C: -0.48 -2.55 -4.85
C: -1.22 -1.28 -4.65
C: -1.18 -0.67 -3.25
O: -0.21 0.40 -3.50
C: -0.23 0.75 -4.81
O: 0.25 1.75 -5.26
O: -0.76 -0.26 -5.52
H: 0.42 -2.63 -4.24
H: -0.18 -2.70 -5.89
H: -1.11 -3.38 -4.57
H: -2.21 -1.50 -4.96
H: -0.88 -1.42 -2.56
H: -2.12 -0.17 -3.13
C: 1.71 5.73 3.31
C: 1.27 5.15 1.99
C: 0.72 3.79 2.01
O: -0.42 3.93 1.11
C: -0.72 5.22 0.88
O: -1.71 5.61 0.31
O: 0.24 5.99 1.45
H: 2.56 5.15 3.66
H: 0.94 5.90 4.12
H: 2.13 6.70 2.97
H: 2.13 5.28 1.30
H: 0.34 3.41 3.00
H: 1.36 3.06 1.52
C: 4.72 -0.17 5.04
C: 3.54 -0.21 4.08
C: 2.52 0.93 4.39
O: 2.79 1.74 3.27
C: 3.45 1.15 2.32
O: 3.52 1.64 1.20
O: 4.00 0.07 2.75
H: 5.48 -0.94 5.08
H: 4.32 -0.04 6.07
H: 5.23 0.78 4.82
H: 3.09 -1.24 4.06
H: 2.76 1.47 5.30
H: 1.50 0.54 4.36
C: -3.88 -3.21 6.66
O: -3.75 -3.39 5.22
P: -4.69 -2.62 4.12
O: -5.76 -1.85 4.71
O: -3.64 -1.80 3.20
C: -3.18 -0.55 3.83
O: -5.06 -3.73 3.06
C: -4.08 -4.72 2.65
H: -4.40 -2.31 6.92
H: -2.85 -3.03 6.92
H: -4.40 -4.07 7.09
H: -3.94 0.21 3.72
H: -2.26 -0.28 3.32
H: -3.02 -0.69 4.92
H: -3.35 -4.09 2.13
H: -4.54 -5.34 1.89
H: -3.63 -5.24 3.51
C: 4.85 2.88 -1.25
O: 5.25 3.79 -2.37
P: 4.51 3.58 -3.80
O: 3.06 3.33 -3.72
O: 4.94 4.85 -4.58
C: 4.13 6.00 -4.80
O: 5.22 2.36 -4.54
C: 6.65 2.39 -4.61
H: 5.42 1.95 -1.26
H: 3.77 2.68 -1.22
H: 5.16 3.41 -0.39
H: 3.85 6.37 -3.81
H: 3.27 5.75 -5.41
H: 4.74 6.74 -5.40
H: 7.11 1.41 -4.72
H: 7.06 2.73 -3.64
H: 6.97 3.16 -5.40
C: -5.07 5.04 0.33
O: -5.47 6.14 -0.53
P: -4.89 6.04 -2.01
O: -4.44 4.71 -2.45
O: -3.68 7.03 -1.99
C: -3.80 8.45 -1.55
O: -5.97 6.83 -2.86
C: -7.04 6.01 -3.47
H: -3.97 5.18 0.52
H: -5.27 4.02 -0.11
H: -5.54 5.15 1.30
H: -3.32 9.04 -2.28
H: -3.26 8.62 -0.64
H: -4.83 8.77 -1.52
H: -7.67 6.61 -4.08
H: -7.71 5.55 -2.72
H: -6.60 5.25 -4.09
C: 1.69 0.40 -0.83
O: 0.71 -0.43 -0.26
P: 0.06 -0.20 1.15
O: 1.09 -0.20 2.20
O: -0.81 1.09 1.22
C: -1.82 1.42 0.19
O: -1.04 -1.32 1.26
C: -0.82 -2.70 1.61
H: 1.39 0.43 -1.88
H: 2.66 -0.12 -0.78
H: 1.75 1.41 -0.42
H: -1.29 1.95 -0.60
H: -2.46 2.11 0.63
H: -2.36 0.48 -0.10
H: -1.75 -3.17 1.32
H: -0.79 -2.79 2.71
H: 0.09 -3.06 1.19
C: 2.40 -4.07 3.05
O: 1.62 -3.93 4.35
P: 2.09 -4.76 5.60
O: 0.93 -5.18 6.42
O: 2.98 -5.91 4.93
C: 3.21 -7.18 5.64
O: 3.24 -3.98 6.36
C: 3.07 -2.79 7.11
H: 3.43 -4.03 3.25
H: 1.97 -3.25 2.47
H: 2.11 -4.98 2.44
H: 3.98 -7.74 5.10
H: 2.30 -7.84 5.67
H: 3.65 -6.94 6.60
H: 2.82 -3.02 8.14
H: 2.26 -2.17 6.63
H: 4.03 -2.22 7.10
N: 1.13 -4.29 -2.45
C: 0.54 -5.41 -2.83
C: -0.73 -5.41 -2.32
C: -0.91 -4.14 -1.59
C: 0.27 -3.49 -1.80
H: 2.06 -3.98 -2.74
H: 1.11 -6.21 -3.27
H: -1.62 -6.03 -2.54
H: -1.81 -3.66 -1.20
H: 0.60 -2.51 -1.51
N: -0.37 -2.87 7.47
C: -0.23 -2.11 8.59
C: -0.46 -0.82 8.24
C: -0.74 -0.82 6.81
C: -0.64 -2.11 6.35
H: -0.13 -3.84 7.37
H: -0.05 -2.51 9.59
H: -0.34 0.02 8.91
H: -0.94 0.13 6.32
H: -0.75 -2.55 5.40
N: -0.93 -6.49 3.90
C: -0.67 -5.89 2.75
C: -1.33 -6.57 1.77
C: -2.08 -7.61 2.36
C: -1.70 -7.60 3.71
H: -0.56 -6.09 4.79
H: -0.13 -4.98 2.67
H: -1.18 -6.43 0.69
H: -2.72 -8.35 1.95
H: -1.96 -8.19 4.57

---

[6]
Computed, not measured: an isolated molecule of C6H10O in a non-equilibrium geometry, with ωB97M-V/def2-TZVPD.

Calculated values
E_tot   -309.78559 Eh
Maximum force   4.454 eV/Å
Relative energy (zero: lowest compared OMol25 entry of this formula, charge and spin)   149.1 kJ/mol
Gap between HOMO and LUMO   10.19 eV
2S+1   1

Atoms and positions in Å:
C: 1.20 0.52 -0.61
C: -0.14 1.04 -1.07
O: -1.29 0.30 -1.10
C: -1.67 0.02 0.29
C: -0.73 -0.46 1.34
C: 0.39 -1.12 1.09
C: 1.16 -0.93 -0.17
H: 1.53 1.15 0.22
H: 1.92 0.65 -1.42
H: -0.42 1.88 -0.28
H: -0.01 1.55 -2.02
H: -2.21 0.85 0.77
H: -2.41 -0.76 0.13
H: -1.23 -0.56 2.30
H: 0.80 -1.73 1.87
H: 0.74 -1.52 -0.99
H: 2.18 -1.27 0.01

---

[7]
Computed, not measured: an isolated molecule of C6H10O in a non-equilibrium geometry, with ωB97M-V/def2-TZVPD.

Calculated values
E_tot   -309.74299 Eh
Maximum force   1.625 eV/Å
Relative energy (zero: lowest compared OMol25 entry of this formula, charge and spin)   260.9 kJ/mol
Gap between HOMO and LUMO   8.61 eV
2S+1   1

Atoms and positions in Å:
C: 2.18 0.01 0.94
C: 1.03 -0.18 0.02
O: 0.36 -1.36 0.11
C: -0.96 -1.31 -0.45
C: -1.60 0.08 -0.48
C: -1.87 0.81 0.60
C: 0.64 0.71 -0.89
H: 2.77 -0.90 0.96
H: 1.87 0.28 1.95
H: 2.79 0.81 0.50
H: 0.41 0.24 -1.81
H: -0.93 -1.75 -1.46
H: -1.60 -1.94 0.18
H: -1.96 0.40 -1.46
H: -1.42 0.58 1.57
H: -2.43 1.74 0.53
H: 0.71 1.79 -0.81

---

[8]
Computed, not measured: a cluster of 2 separate species, CH3N4O in total in a non-equilibrium geometry, with ωB97M-V/def2-TZVPD.

Calculated values
E_tot   -333.70732 Eh
Maximum force   4.687 eV/Å
Relative energy (zero: lowest compared OMol25 entry of this formula, charge and spin)   329.8 kJ/mol
Net charge   +1
Gap between HOMO and LUMO   8.37 eV
2S+1   1

Atoms and positions in Å:
C: -0.47 0.15 -0.02
N: 1.33 -1.29 -0.12
N: 0.19 -0.88 0.08
N: 1.14 1.36 -0.04
N: -1.70 0.60 -0.12
O: 2.04 0.63 0.05
H: 1.87 -2.00 0.46
H: -2.28 0.09 -0.67
H: -2.12 1.34 0.39

---

[9]
Computed, not measured: an isolated molecule of C5H8N2OS in a non-equilibrium geometry, with ωB97M-V/def2-TZVPD.

Calculated values
E_tot   -778.06406 Eh
Maximum force   5.702 eV/Å
Relative energy (zero: lowest compared OMol25 entry of this formula, charge and spin)   618.9 kJ/mol
Gap between HOMO and LUMO   8.58 eV
2S+1   1

Atoms and positions in Å:
C: -0.08 -0.92 -1.29
C: 1.13 -0.74 -1.87
C: 1.75 -1.27 0.67
C: -1.85 1.67 0.22
C: -0.68 0.95 0.77
N: 1.98 -1.63 1.79
N: -0.15 -1.24 0.04
O: -0.85 -0.46 0.91
S: 2.54 -0.92 -0.87
H: -1.14 -0.80 -1.79
H: 1.33 -0.32 -2.78
H: -2.69 1.07 0.34
H: -2.03 2.64 0.66
H: -1.80 1.51 -0.91
H: -0.58 1.20 1.89
H: 0.19 1.06 0.16
H: 2.95 -1.79 2.06

---

[10]
Computed, not measured: a cluster of 3 separate species, C4H14NO3 in total in a non-equilibrium geometry, with ωB97M-V/def2-TZVPD.

Calculated values
E_tot   -441.02712 Eh
Maximum force   3.704 eV/Å
Relative energy (zero: lowest compared OMol25 entry of this formula, charge and spin)   82.1 kJ/mol
Net charge   +1
Gap between HOMO and LUMO   11.30 eV
2S+1   1

Atoms and positions in Å:
C: -0.66 0.34 1.19
C: 0.28 1.58 1.02
C: 1.64 1.35 0.38
C: 1.56 1.25 -1.12
O: 0.78 0.63 -1.81
N: -0.78 -0.51 -0.04
H: -0.15 -0.18 2.01
H: -1.62 0.62 1.61
H: -0.28 2.19 0.29
H: 0.31 2.07 1.98
H: 2.23 2.19 0.71
H: 2.11 0.42 0.75
H: 2.35 1.74 -1.75
H: -0.38 -0.12 -0.94
H: -1.84 -0.65 -0.14
H: -0.54 -1.49 0.13
H: -2.84 -1.30 -2.28
H: -3.77 -0.32 -1.31
O: -2.92 -0.50 -1.76
H: 1.93 -2.69 0.83
H: 1.49 -3.64 -0.15
O: 1.10 -2.95 0.41

---

[11]
Computed, not measured: a cluster of 6 separate species, CH14O6 in total in a non-equilibrium geometry, with ωB97M-V/def2-TZVPD.

Calculated values
E_tot   -497.89652 Eh
Maximum force   3.214 eV/Å
Relative energy (zero: lowest compared OMol25 entry of this formula, charge and spin)   116.4 kJ/mol
Gap between HOMO and LUMO   9.69 eV
2S+1   1

Atoms and positions in Å:
C: 3.49 2.31 1.29
O: 2.64 1.58 0.32
H: 4.04 2.88 0.55
H: 4.03 1.67 1.99
H: 2.74 2.90 1.83
H: 2.00 0.96 0.70
H: -1.48 -2.25 1.15
H: -2.46 -1.01 1.57
O: -1.68 -1.53 1.76
H: -1.11 -2.64 -1.65
H: -0.48 -1.63 -0.86
O: -1.21 -2.32 -0.74
H: -2.66 0.26 -0.86
H: -3.89 0.03 -1.59
O: -3.07 0.53 -1.70
H: 0.89 -0.88 1.68
H: -0.13 -0.02 0.87
O: 0.78 -0.30 0.93
H: -0.90 0.45 -2.35
H: 0.57 0.28 -2.21
O: -0.23 0.23 -1.68

---

[12]
Computed, not measured: an isolated molecule of C2H3NO2S in a non-equilibrium geometry, with ωB97M-V/def2-TZVPD.

Calculated values
E_tot   -681.34830 Eh
Maximum force   2.751 eV/Å
Relative energy (zero: lowest compared OMol25 entry of this formula, charge and spin)   291.5 kJ/mol
Gap between HOMO and LUMO   8.62 eV
2S+1   1

Atoms and positions in Å:
C: -0.96 -0.19 0.14
C: 1.35 0.80 -0.32
H: -0.38 2.42 0.98
H: -1.95 0.35 0.11
H: 1.76 1.79 -0.22
N: 0.02 0.77 0.12
O: -0.46 2.06 0.03
O: 1.95 -0.17 -0.69
S: -0.86 -1.80 0.29